[1]
A structure of composition C39H82AlCl2F3N7O11S, computed with ωB97M-V with the def2-TZVPD basis set.

The geometry in XYZ format:
```
146
Properties=species:S:1:pos:R:3:forces:R:3
C 6.1484 0.1148 -1.0491 -0.1 -0.1 -0.1
C 5.6517 -0.6615 0.1786 0.2 -0.2 0.0
C 4.4772 -1.5962 -0.1090 -0.2 0.0 -0.1
C 3.1514 -0.8979 -0.4301 0.0 -0.1 -0.1
O 3.0436 -0.7649 -1.8387 0.2 0.2 0.1
C 2.0977 0.0766 -2.5068 0.0 0.0 0.0
C 2.9735 1.0543 -3.3511 0.1 -0.3 0.0
C 3.7352 2.2103 -2.7041 0.1 -0.2 0.2
O 3.2145 3.5452 -2.8417 -0.2 -0.1 0.0
C 2.0636 3.7322 -3.6225 0.0 -0.1 0.0
C 1.6124 5.1511 -3.3874 0.3 0.2 0.0
F 1.0248 5.3463 -2.2093 -0.3 -0.2 0.6
F 0.7380 5.5316 -4.3225 -0.5 0.0 -0.5
F 2.6167 6.0446 -3.4338 0.5 0.1 -0.2
O 1.4375 -0.7312 -3.4311 0.1 -0.2 0.3
Al -0.0583 0.0458 -3.9796 -0.1 0.6 -0.4
C 0.0874 0.9813 -5.7328 0.0 -0.1 -0.1
C -1.6245 -1.2638 -4.1119 0.3 -0.3 0.3
Cl -2.9949 -0.5442 -5.0503 -0.2 0.0 -0.1
C -2.1438 -2.0066 -2.8816 -0.1 -0.3 -0.4
C -2.9737 -3.2565 -3.1885 0.2 0.0 0.0
Cl -3.1218 -0.9173 -1.8306 0.0 -0.1 0.2
O 0.0461 1.2389 -2.6349 0.2 -0.2 0.3
C 0.9548 0.7535 -1.6341 -0.4 0.3 -0.2
C 1.2872 1.9559 -0.7474 0.1 0.0 -0.2
C 0.1379 -0.3070 -0.8256 0.1 0.0 -0.2
S 0.2828 -0.4378 0.9782 0.0 0.0 0.1
C -1.0018 0.6854 1.5786 -0.2 0.3 0.4
C -2.3304 0.0583 2.0399 0.2 0.0 0.0
H 7.2119 0.3594 -0.9605 -0.1 0.1 0.0
H 5.5954 1.0438 -1.2125 0.1 -0.2 0.0
H 6.0283 -0.4999 -1.9502 0.0 0.1 0.1
H 6.4757 -1.2822 0.5500 -0.2 0.1 0.0
H 5.3756 0.0326 0.9832 0.1 -0.1 0.0
H 4.7224 -2.2299 -0.9719 0.0 0.0 0.2
H 4.3214 -2.2710 0.7418 0.1 0.2 0.0
H 2.3251 -1.5083 -0.0489 0.1 0.1 0.0
H 3.1184 0.0817 0.0589 -0.1 -0.1 0.1
H 3.7480 0.3797 -3.7378 -0.3 0.0 0.0
H 2.3915 1.3604 -4.2214 0.1 0.2 0.1
H 3.8501 2.0216 -1.6298 -0.1 0.1 -0.1
H 4.7527 2.2439 -3.1141 -0.2 0.1 0.0
H 2.2440 3.6288 -4.7022 0.1 0.0 0.1
H 1.2303 3.0719 -3.3411 0.1 0.0 -0.1
H 0.6609 0.3779 -6.4521 -0.1 0.1 0.1
H 0.6008 1.9486 -5.6509 0.0 -0.1 0.0
H -0.8892 1.1770 -6.1895 0.1 0.0 0.0
H -1.2865 -2.0791 -4.7687 0.1 0.2 0.0
H -1.2775 -2.2917 -2.2798 -0.1 0.1 -0.1
H -2.4652 -3.8310 -3.9726 -0.1 0.1 0.1
H -3.9689 -2.9838 -3.5481 0.1 0.0 0.0
H -3.0493 -3.9154 -2.3180 -0.1 0.2 0.0
H 1.6556 2.7852 -1.3469 0.0 -0.1 0.1
H 0.3504 2.2929 -0.2948 0.1 0.0 0.0
H 2.0079 1.7515 0.0482 -0.1 0.0 -0.1
H -0.9067 -0.0456 -1.0132 0.2 -0.2 0.0
H 0.3382 -1.3089 -1.2164 -0.1 0.2 0.0
H -1.1949 1.4480 0.8218 0.1 -0.1 0.0
H -0.5270 1.2049 2.4213 -0.1 0.0 -0.1
H -3.0966 0.1621 1.2670 0.1 -0.2 0.1
H -2.6852 0.5687 2.9444 0.0 -0.1 -0.2
H -2.2102 -1.0028 2.2733 -0.1 0.1 0.0
C -5.6950 -6.3861 -3.0192 0.0 0.0 0.0
C -4.5056 -6.7008 -2.1388 -0.1 0.1 0.0
O -3.3771 -6.7759 -2.5863 0.1 -0.1 0.0
N -4.7416 -6.8844 -0.8102 0.0 -0.1 0.0
C -6.0028 -6.8230 -0.1074 0.0 0.0 0.0
H -5.3289 -6.2640 -4.0337 0.0 0.0 0.0
H -6.4302 -7.1917 -2.9947 0.0 0.0 0.0
H -6.1826 -5.4628 -2.7038 0.0 0.0 0.0
H -3.9074 -7.0737 -0.2771 0.0 0.0 0.0
H -5.9907 -6.0423 0.6531 0.0 0.1 0.0
H -6.2309 -7.7724 0.3823 0.0 0.0 0.0
H -6.8045 -6.6019 -0.8051 0.0 0.0 0.0
C 4.3422 8.1380 -2.0303 0.0 0.1 0.1
C 5.1269 9.3202 -1.5154 0.0 0.0 -0.1
O 4.9547 9.7968 -0.4069 0.0 0.0 0.0
N 6.0609 9.8541 -2.3561 0.0 0.0 0.0
C 6.4046 9.4280 -3.6953 0.0 0.0 0.0
H 3.6432 7.8175 -1.2651 0.0 0.0 0.0
H 3.7832 8.4025 -2.9276 0.0 0.0 0.0
H 5.0031 7.3055 -2.2729 0.0 0.0 0.0
H 6.5540 10.6396 -1.9630 0.0 0.0 0.0
H 7.4531 9.1293 -3.7593 0.0 0.0 0.0
H 6.2324 10.2255 -4.4213 0.0 0.0 0.0
H 5.7947 8.5769 -3.9792 0.0 0.0 0.0
C -3.4748 -2.9210 6.2155 0.0 0.0 0.0
C -4.2538 -2.0381 5.2670 0.1 0.2 0.0
O -4.5559 -2.4061 4.1450 0.0 -0.1 0.0
N -4.6027 -0.7980 5.7022 -0.1 0.0 0.0
C -4.3324 -0.1879 6.9864 0.0 0.0 -0.1
H -3.2775 -3.8591 5.7065 0.0 0.0 0.0
H -2.5263 -2.4592 6.4922 0.0 0.0 0.0
H -4.0407 -3.1170 7.1271 0.0 0.0 0.0
H -5.0964 -0.2504 5.0125 0.0 0.0 0.0
H -5.2586 0.0851 7.4949 0.0 0.0 0.0
H -3.7280 0.7138 6.8729 0.0 0.0 0.0
H -3.7894 -0.8829 7.6192 0.0 0.0 0.0
C -5.0591 1.8556 -2.0561 0.0 0.0 0.0
C -6.1580 2.5080 -1.2585 0.1 0.1 0.0
O -6.9108 1.8805 -0.5297 0.0 -0.1 0.0
N -6.2909 3.8599 -1.3773 0.0 0.0 0.0
C -5.4963 4.7655 -2.1795 0.0 0.0 0.0
H -5.0473 0.7888 -1.8651 -0.2 0.1 0.0
H -5.2025 2.0127 -3.1260 0.0 0.0 0.0
H -4.0815 2.2567 -1.7844 0.0 0.0 0.0
H -7.0386 4.2427 -0.8211 0.0 0.0 0.0
H -4.9984 5.5121 -1.5576 0.0 0.0 0.0
H -6.1130 5.2888 -2.9134 0.0 0.0 0.0
H -4.7322 4.2115 -2.7141 0.0 0.0 0.0
C 3.5719 -1.2619 6.1006 0.0 0.0 0.0
C 3.0365 -1.4775 4.6972 0.0 0.1 0.1
O 3.6386 -2.1614 3.8905 0.0 0.0 0.0
N 1.8580 -0.8755 4.3892 -0.1 0.0 0.0
C 1.0318 -0.0488 5.2390 0.0 0.0 -0.1
H 4.5085 -1.8049 6.1802 0.0 0.0 0.0
H 3.7533 -0.2044 6.2967 0.0 0.0 0.0
H 2.8754 -1.6358 6.8524 0.0 0.0 0.0
H 1.5331 -1.0309 3.4455 0.1 0.0 -0.1
H 0.0349 -0.4809 5.3580 0.0 0.0 0.0
H 0.9134 0.9519 4.8178 0.0 0.0 0.0
H 1.4806 0.0486 6.2225 0.0 0.0 0.0
C -8.9008 -0.0123 1.4267 0.0 0.0 0.0
C -8.4959 -0.0851 2.8792 0.0 0.0 -0.1
O -8.7899 0.7890 3.6830 0.0 0.0 0.0
N -7.7809 -1.1694 3.2743 0.0 -0.1 0.1
C -7.3302 -2.3164 2.5087 0.0 0.0 0.0
H -9.4592 0.9061 1.2806 0.0 0.0 0.0
H -8.0298 0.0022 0.7720 0.0 0.1 0.0
H -9.5259 -0.8642 1.1525 0.0 0.0 0.0
H -7.5372 -1.1513 4.2520 0.0 0.0 0.0
H -7.7445 -3.2323 2.9372 0.0 0.0 -0.1
H -6.2452 -2.3819 2.5418 0.0 0.0 -0.1
H -7.6524 -2.2477 1.4739 0.0 0.1 0.0
C 8.0191 -5.6074 1.2197 0.0 0.0 0.0
C 8.3456 -4.1343 1.1076 0.0 -0.1 0.1
O 7.6476 -3.3699 0.4718 0.1 0.0 -0.1
N 9.4587 -3.6874 1.7585 0.1 0.0 0.0
C 10.3920 -4.4455 2.5600 0.0 0.0 0.0
H 7.1110 -5.7843 0.6522 0.0 0.0 0.0
H 8.8236 -6.2225 0.8142 0.0 0.0 0.0
H 7.8530 -5.8957 2.2583 0.0 0.0 0.0
H 9.6156 -2.6980 1.6487 0.0 0.0 0.0
H 10.4252 -4.0755 3.5870 0.0 0.0 0.0
H 11.4022 -4.3954 2.1477 0.0 0.0 0.0
H 10.0914 -5.4880 2.5882 0.0 0.0 0.0
```
Forces are in eV/Å.

Multiplicity   1
Net charge   -1
HOMO   -5.65 eV
Gap between HOMO and LUMO   0.2735 hartree
Strongest force on any atom   0.014 Eh/bohr

Here are the Mulliken charges for atoms 1 to 8, given in e:
1 C -0.9880
2 C -0.3246
3 C -1.1176
4 C 0.6846
5 O -0.4739
6 C 1.3360
7 C -0.8894
8 C -0.9161

[2]
A cluster of 9 separate species, C39H83BFN3O28S8 in total in a non-equilibrium geometry, computed with ωB97M-V with the def2-TZVPD basis set.

The geometry in XYZ format:
```
163
Properties=species:S:1:pos:R:3:forces:R:3
C 14.5921 0.4704 -2.5698 0.3 -0.3 0.1
C 13.8494 1.4225 -2.6164 -0.8 1.1 -0.3
C 12.9388 2.6467 -2.8575 0.8 -0.3 -1.1
C 11.6016 2.2913 -3.6907 1.2 -0.1 1.2
C 10.4543 1.9500 -2.6472 1.0 -0.3 -0.6
C 8.9792 2.3350 -3.1375 0.5 -1.2 0.0
C 8.8952 2.3779 -4.7118 0.7 1.0 2.4
N 8.9039 2.5834 -5.8426 -0.1 -0.4 0.2
C 8.0236 1.1392 -2.6985 -1.7 -0.3 -0.1
C 6.8434 0.8669 -3.7325 0.4 -1.6 -0.9
O 6.9278 0.0320 -4.5904 0.3 1.2 0.9
O 5.5950 1.5748 -3.6651 0.2 0.0 2.3
C 4.9082 1.0807 -2.5231 -1.0 -1.2 1.7
C 3.7731 1.8909 -1.8177 0.2 1.3 -1.6
O 5.1836 -0.0147 -2.0732 0.4 1.4 -0.9
C 8.6094 3.7351 -2.4699 -0.9 1.5 0.5
C 8.4385 3.6246 -0.9069 1.0 -1.3 -2.5
N 8.4152 3.2353 0.1768 -0.1 0.6 -0.1
B 7.1643 4.3318 -3.0014 -1.3 0.7 -0.1
N 6.0479 4.4895 -2.0291 1.0 0.1 -1.2
O 6.9309 4.7512 -4.3385 0.2 -2.0 1.1
C 9.6771 4.8798 -2.6986 1.0 1.2 0.3
C 9.2962 6.2673 -2.0453 0.8 0.4 -0.6
F 9.9128 5.1623 -4.0863 -0.6 -0.8 1.4
H 15.3056 -0.3714 -2.5214 -1.0 1.1 0.0
H 13.5139 3.3588 -3.5321 -0.4 -0.9 0.9
H 12.7262 3.2271 -1.9179 0.2 -0.8 -0.8
H 11.4087 3.1909 -4.3328 -0.2 -1.0 0.6
H 11.8916 1.3953 -4.3192 -0.7 1.2 0.5
H 10.7387 2.4723 -1.6805 -0.9 -0.5 -1.1
H 10.5587 0.8449 -2.4104 -0.4 1.3 -0.4
H 8.5704 0.1497 -2.6422 -0.5 1.3 -0.3
H 7.5230 1.2731 -1.7008 0.8 0.2 -0.8
H 3.2570 1.3419 -0.9922 0.9 0.2 -0.9
H 2.9992 2.1445 -2.6032 0.8 -0.1 0.9
H 4.1993 2.8707 -1.4375 -0.5 -1.2 -0.4
H 6.2324 5.3327 -1.4694 -0.4 -0.6 0.2
H 5.1660 4.5935 -2.5484 0.5 0.4 0.4
H 6.3845 4.0427 -4.7488 0.3 0.8 -0.1
H 10.7043 4.6188 -2.2889 -1.3 -0.1 -0.4
H 10.2332 6.9064 -2.1168 -1.1 -0.7 0.1
H 8.5222 6.8416 -2.6449 0.6 -1.0 0.8
H 9.0488 6.2137 -0.9515 0.0 -0.1 -1.1
C -1.8216 4.0708 0.8641 -0.1 0.1 -0.3
C -0.9094 2.8749 1.0651 0.0 0.8 0.4
O -1.1791 1.8323 0.1216 0.2 -0.3 -0.6
S -0.7063 2.0389 -1.4029 -0.4 -0.7 0.3
C -0.9969 0.3884 -1.9573 0.0 -0.1 0.1
O 0.7083 2.2945 -1.4194 -0.3 0.4 0.0
O -1.6358 2.9083 -2.0629 0.5 0.1 0.1
H -1.6300 4.5575 -0.0932 0.0 0.0 0.1
H -1.6676 4.8107 1.6519 0.0 -0.1 0.1
H -2.8686 3.7606 0.8647 0.1 0.0 0.1
H 0.1429 3.1674 1.0188 0.0 -0.1 -0.1
H -1.0839 2.4542 2.0571 0.0 -0.3 -0.2
H -0.3200 -0.2884 -1.4395 0.0 0.1 0.0
H -0.8058 0.3628 -3.0298 0.0 0.1 0.1
H -2.0358 0.1276 -1.7610 0.1 0.0 0.0
C -5.6598 -0.4346 2.1753 -0.1 0.1 -0.4
C -4.7499 -1.6318 2.3753 0.0 0.9 0.6
O -5.0216 -2.6766 1.4309 0.1 -0.3 -0.7
S -4.5511 -2.4726 -0.0904 -0.1 -0.6 0.7
C -4.8437 -4.1244 -0.6431 -0.1 -0.1 0.1
O -3.1360 -2.2213 -0.1110 -0.5 0.4 -0.1
O -5.4828 -1.6040 -0.7531 0.6 0.0 0.2
H -5.4680 0.0526 1.2175 0.1 0.0 0.1
H -5.5044 0.3051 2.9628 0.0 -0.1 0.1
H -6.7065 -0.7433 2.1770 0.1 0.0 0.1
H -3.6970 -1.3412 2.3283 0.0 -0.1 -0.2
H -4.9246 -2.0520 3.3674 0.0 -0.3 -0.2
H -4.1663 -4.8000 -0.1248 0.0 0.1 0.0
H -4.6537 -4.1501 -1.7158 0.0 0.1 0.1
H -5.8827 -4.3830 -0.4450 0.1 0.1 0.0
C -8.3819 -1.9242 6.7391 0.1 0.2 -0.2
C -8.8123 -3.3385 6.4003 0.6 0.3 0.8
O -9.5808 -3.3867 5.1903 0.0 -0.1 -0.8
S -8.8106 -3.1968 3.7937 -0.9 -0.3 0.3
C -10.1422 -3.6635 2.7314 -0.1 -0.1 0.1
O -7.7712 -4.1883 3.6971 0.1 0.5 0.1
O -8.5460 -1.8020 3.5940 0.4 -0.3 0.0
H -7.6862 -1.5336 5.9945 0.0 0.0 0.1
H -7.8839 -1.8953 7.7095 -0.1 -0.1 0.0
H -9.2437 -1.2538 6.7584 0.0 -0.1 0.1
H -7.9517 -4.0080 6.3321 -0.1 0.0 -0.1
H -9.4530 -3.7175 7.1981 -0.2 -0.1 -0.3
H -10.3786 -4.7136 2.8935 0.0 0.1 0.0
H -9.8136 -3.5055 1.7044 0.1 0.0 0.1
H -11.0019 -3.0311 2.9460 0.1 0.0 0.0
C -2.6217 -3.6773 9.9771 -0.1 -0.2 0.2
C -3.2819 -3.1382 8.7219 0.3 0.5 0.7
O -3.6842 -4.1893 7.8353 -0.5 -0.4 -0.3
S -4.9705 -5.0722 8.2300 0.5 0.0 -0.6
C -5.1501 -5.9152 6.6878 0.1 0.1 -0.1
O -6.0945 -4.1973 8.4149 0.2 -0.1 0.3
O -4.5893 -6.0288 9.2264 -0.3 0.3 0.0
H -3.3293 -4.2450 10.5830 0.0 0.1 0.0
H -2.2354 -2.8616 10.5910 0.0 0.0 -0.1
H -1.8019 -4.3516 9.7216 0.0 0.1 0.0
H -4.1344 -2.4991 8.9661 -0.1 -0.2 -0.1
H -2.5641 -2.5237 8.1755 -0.2 -0.2 -0.3
H -5.4080 -5.1947 5.9132 0.0 0.0 0.1
H -5.9506 -6.6453 6.8045 0.0 0.1 0.1
H -4.2165 -6.4241 6.4540 0.0 0.0 0.1
C -7.2294 -7.7578 2.5890 -0.1 -0.2 0.2
C -7.8800 -7.2157 1.3294 0.3 0.5 0.8
O -8.2798 -8.2685 0.4447 -0.5 -0.4 -0.3
S -9.5718 -9.1449 0.8376 0.4 0.0 -0.6
C -9.7465 -9.9946 -0.7009 0.1 0.0 -0.1
O -10.6919 -8.2644 1.0139 0.3 -0.2 0.3
O -9.1981 -10.0977 1.8409 -0.3 0.3 0.0
H -7.9434 -8.3234 3.1896 0.0 0.1 0.0
H -6.8440 -6.9448 3.2073 0.0 0.1 -0.2
H -6.4107 -8.4355 2.3379 0.0 0.1 0.0
H -8.7314 -6.5735 1.5688 -0.1 -0.1 -0.1
H -7.1552 -6.6033 0.7896 -0.2 -0.2 -0.3
H -9.9977 -9.2771 -1.4794 0.0 0.0 0.1
H -10.5501 -10.7210 -0.5847 0.0 0.1 0.1
H -8.8137 -10.5080 -0.9277 0.0 0.0 0.1
C 5.4295 -2.6658 -3.7282 -0.2 0.0 0.1
C 5.2094 -4.1135 -4.1236 0.2 0.8 -0.6
O 4.8667 -4.9327 -2.9963 -0.5 -0.4 0.5
S 3.3912 -4.7971 -2.3719 0.7 -0.3 0.0
C 3.4675 -6.2057 -1.3083 0.1 -0.1 0.0
O 2.4250 -5.0455 -3.4046 0.1 0.4 0.2
O 3.3366 -3.6190 -1.5574 -0.3 -0.1 -0.3
H 4.5058 -2.2089 -3.3717 0.1 0.0 0.0
H 5.7834 -2.0824 -4.5786 0.0 -0.1 0.0
H 6.1577 -2.5939 -2.9182 0.0 0.0 -0.1
H 4.4466 -4.2000 -4.9018 -0.1 -0.1 0.2
H 6.1365 -4.5170 -4.5349 -0.1 -0.3 0.2
H 3.5426 -7.1071 -1.9132 0.0 0.1 0.0
H 2.5507 -6.2224 -0.7199 0.0 0.1 -0.1
H 4.3281 -6.1034 -0.6495 0.0 0.0 -0.1
C -7.3024 -0.4518 -2.8890 -0.4 -0.1 -0.2
C -6.9861 0.8529 -2.1849 0.2 -0.9 0.4
O -7.4759 1.9881 -2.9127 -0.6 0.6 -0.2
S -9.0576 2.2760 -2.9067 0.7 0.3 -0.2
C -8.9968 3.8826 -3.6388 0.1 0.1 0.0
O -9.5018 2.4004 -1.5473 -0.1 -0.3 -0.3
O -9.6963 1.3830 -3.8290 -0.1 0.1 0.4
H -8.3783 -0.6332 -2.9213 0.0 0.1 0.0
H -6.8391 -1.2887 -2.3729 0.0 0.2 0.0
H -6.9484 -0.4281 -3.9223 0.0 0.0 0.1
H -7.3782 0.8570 -1.1648 -0.1 0.1 -0.1
H -5.9032 0.9676 -2.1144 -0.1 0.3 -0.1
H -8.4845 4.5643 -2.9632 0.0 -0.1 0.0
H -10.0239 4.2099 -3.7969 0.0 -0.1 0.1
H -8.4789 3.8150 -4.5940 0.0 0.0 0.1
C 5.1010 10.5735 -3.0789 -0.1 -0.3 0.1
C 6.3561 11.2609 -2.5743 -0.3 0.0 -0.9
O 6.5408 11.0715 -1.1654 0.3 -0.4 0.6
S 7.0244 9.6291 -0.6453 -0.1 0.8 0.3
C 7.3730 10.0940 1.0224 0.0 0.1 0.0
O 8.2550 9.2876 -1.3012 -0.4 -0.2 -0.1
O 5.9019 8.7357 -0.6402 0.4 -0.1 -0.2
H 5.1816 9.4891 -2.9909 0.0 0.1 0.0
H 4.9265 10.8113 -4.1297 0.1 0.1 0.1
H 4.2320 10.8811 -2.4937 0.1 0.1 -0.1
H 7.2395 10.9240 -3.1225 0.0 -0.1 0.2
H 6.2657 12.3361 -2.7376 0.1 0.0 0.4
H 8.2027 10.7978 1.0314 -0.1 0.0 -0.1
H 7.6412 9.1886 1.5661 0.0 0.0 -0.1
H 6.4792 10.5365 1.4588 0.0 0.0 -0.1
```
Forces are in eV/Å.

Multiplicity   1
HOMO   -10.07 eV
SMILES   C#CCCC[C@@](C#N)(CC(=O)OC(C)=O)[C@](C#N)(B(N)O)[C@H](C)F.CCOS(C)(=O)=O.CCOS(C)(=O)=O.CCOS(C)(=O)=O.CCOS(C)(=O)=O.CCOS(C)(=O)=O.CCOS(C)(=O)=O.CCOS(C)(=O)=O.CCOS(C)(=O)=O
Gap between HOMO and LUMO   0.3760 hartree
Strongest force on any atom   0.058 Eh/bohr

Here are the Mulliken charges for atoms 1 to 8, given in e:
1 C 0.1778
2 C -0.7614
3 C -0.5897
4 C -0.4700
5 C -1.2570
6 C 2.4657
7 C -0.7797
8 N -0.6226